{"formula": "C34H34Cl2FeN13O2SbSe4", "method": "wB97M-V/def2-TZVPD", "elements": ["Fe", "N", "C", "N", "C", "N", "C", "C", "N", "C", "C", "N", "H", "H", "H", "H", "H", "C", "N", "C", "C", "C", "C", "C", "C", "C", "C", "H", "H", "H", "H", "H", "H", "H", "H", "H", "H", "H", "H", "H", "Cl", "C", "Cl", "C", "O", "O", "H", "C", "C", "N", "C", "C", "N", "C", "N", "N", "N", "C", "C", "C", "C", "C", "C", "H", "H", "H", "H", "H", "H", "H", "H", "H", "H", "H", "N", "C", "C", "C", "C", "C", "N", "C", "H", "H", "H", "H", "Se", "Sb", "Se", "Se", "Se"], "xyz": [[-0.122, -0.379, -0.271], [-1.083, -0.935, 3.986], [-0.724, -0.320, 2.852], [-0.812, -1.166, 1.851], [-1.260, -2.311, 2.441], [-1.435, -2.216, 3.742], [-1.465, -3.564, 1.694], [-1.238, -4.801, 2.287], [-1.322, -5.930, 1.593], [-1.626, -5.801, 0.304], [-1.885, -4.569, -0.280], [-1.811, -3.448, 0.423], [-1.154, -0.557, 4.913], [-0.416, 0.707, 2.782], [-0.968, -4.868, 3.334], [-1.674, -6.712, -0.282], [-2.173, -4.460, -1.321], [-0.329, -3.133, -4.503], [0.768, -2.143, -4.383], [0.586, -0.999, -5.327], [0.860, -1.604, -2.985], [1.253, -2.596, -1.925], [1.959, -3.758, -2.225], [2.346, -4.635, -1.220], [2.037, -4.323, 0.095], [1.355, -3.143, 0.376], [0.925, -2.237, -0.600], [-0.376, -3.491, -5.531], [-1.259, -2.649, -4.212], [-0.146, -3.954, -3.814], [1.661, -2.584, -4.606], [-0.294, -0.437, -5.023], [0.469, -1.389, -6.337], [1.462, -0.355, -5.254], [-0.124, -1.189, -2.771], [1.578, -0.783, -3.030], [2.231, -4.006, -3.249], [2.892, -5.538, -1.464], [2.337, -4.989, 0.899], [1.163, -2.924, 1.424], [-5.080, -0.207, -1.275], [-4.018, -1.478, -0.593], [-4.978, -2.953, -0.329], [-2.793, -1.657, -1.539], [-2.831, -2.545, -2.388], [-1.921, -0.773, -1.342], [-3.689, -1.123, 0.377], [0.925, 2.829, 1.401], [-0.431, 2.744, 0.791], [-1.159, 1.658, 0.619], [-2.303, 2.047, -0.044], [-2.251, 3.373, -0.306], [-1.054, 3.812, 0.228], [-0.522, 5.137, 0.080], [-1.321, 6.111, 0.806], [-2.031, 7.037, 0.133], [-2.729, 7.733, 0.951], [-2.500, 7.252, 2.222], [-3.018, 7.655, 3.456], [-2.604, 6.963, 4.569], [-1.695, 5.887, 4.467], [-1.177, 5.480, 3.261], [-1.597, 6.195, 2.133], [1.241, 1.842, 1.736], [0.961, 3.535, 2.239], [1.650, 3.123, 0.640], [-3.029, 1.327, -0.377], [-2.905, 4.031, -0.852], [-0.530, 5.444, -0.964], [0.508, 5.148, 0.430], [-3.718, 8.478, 3.517], [-2.982, 7.239, 5.545], [-1.401, 5.364, 5.369], [-0.491, 4.648, 3.189], [5.861, -2.315, -1.625], [5.230, -1.919, -0.750], [4.422, -1.542, 0.380], [4.634, -2.208, 1.583], [3.841, -1.891, 2.668], [2.859, -0.927, 2.492], [2.647, -0.286, 1.351], [3.419, -0.575, 0.303], [5.401, -2.969, 1.647], [3.961, -2.389, 3.621], [2.197, -0.671, 3.316], [3.210, -0.040, -0.622], [3.435, 4.154, -2.565], [2.398, 2.161, -3.526], [1.014, 1.431, -1.507], [0.890, 2.604, -5.391], [3.871, 0.217, -3.908]], "lumo_energy_ev": [3.269, 3.266], "total_energy_ha": -14208.5491, "total_charge": -2, "spin_multiplicity": 5, "s_squared": 6.012}